Here is a structure of composition C2H4ClNO3 at a distorted geometry from the OMol25 dataset. Energies are from wB97M-V/def2-TZVPD.

Each line ends with the natural charge from an NBO analysis.
CARTESIAN COORDINATES (ANGSTROEM)
C 0.1137 0.5661 -1.6327  0.55
C -1.0213 -0.8011 0.8757  -0.29
N 1.0742 -0.2815 -0.2814  0.09
O -0.9520 0.2732 -2.0212  -0.48
O 1.3006 0.7981 0.6311  -0.60
O 0.2634 -1.1789 0.2902  -0.38
Cl 1.0057 1.9397 -1.9656  0.05
H -0.9537 0.2720 0.6772  0.19
H -1.0136 -0.9557 1.9871  0.19
H -1.9449 -1.2979 0.5058  0.20
H 2.1280 0.6660 0.9339  0.47

Cartesian forces, eV/Å:
C 0.55 -1.32 3.14
C 0.71 1.50 0.73
N -1.61 1.84 -2.10
O 0.59 -0.54 0.04
O -4.90 0.57 -1.77
O -0.85 -2.51 0.41
Cl 0.71 1.04 -0.78
H -1.30 0.03 0.43
H 0.40 0.07 -0.99
H 1.14 0.19 -0.52
H 4.55 -0.86 1.42

E_HOMO   -9.437 eV
Energy relative to the best compared isomer or geometry (same formula, charge and spin)   5.7830 eV
Orbital gap   10.03 eV

***

Here is a cluster of 13 separate species, H26O13 in total at a distorted geometry from the OMol25 dataset. Energies are from wB97M-V/def2-TZVPD.

Each line ends with the Löwdin spin population.
CARTESIAN COORDINATES (ANGSTROEM)
O 2.6419 -0.6927 1.6908  0.00
H 2.3634 -0.3221 2.5283  0.00
H 1.8541 -0.6767 1.1474  0.00
O 0.2159 0.1801 0.3830  0.00
H 0.3245 0.5837 -0.4781  0.00
H -0.6442 -0.2383 0.3453  0.00
O -2.6471 0.2206 -0.4913  0.01
H -3.0766 0.5110 -1.2960  0.00
H -2.9856 -0.6625 -0.3439  0.00
O -0.0520 -2.2353 -2.2064  0.00
H -0.7546 -2.2875 -1.5583  0.00
H 0.1971 -3.1460 -2.3640  0.00
O 1.4003 -0.2744 -3.6549  0.00
H 1.9070 -1.0750 -3.7910  0.00
H 0.7761 -0.4998 -2.9652  0.00
O -1.3807 -2.8338 0.0979  0.00
H -2.3158 -2.8951 -0.0974  0.00
H -1.0882 -3.7432 0.1587  0.00
O -0.8445 -0.7546 2.9886  0.00
H -0.0913 -0.2426 3.2832  0.00
H -0.4617 -1.5225 2.5644  0.00
O 0.1235 -3.1760 2.2800  0.00
H 0.8156 -3.7868 2.0270  0.00
H -0.2698 -2.9022 1.4514  0.00
O 0.1954 2.5607 -2.7804  0.00
H 0.6030 2.8794 -3.5857  0.00
H -0.3991 1.8685 -3.0699  0.00
O 2.4110 1.8955 -1.3617  0.00
H 3.1931 1.8105 -1.9069  0.00
H 1.7012 2.0557 -1.9836  0.00
O -0.8180 2.4845 1.5986  0.35
H -0.4751 1.6420 1.3003  0.00
H -0.0926 3.0965 1.4741  0.01
O -2.9892 0.7965 2.4447  0.61
H -2.3096 0.1224 2.4397  0.01
H -2.6661 1.4674 1.8432  0.00
O 1.6170 3.5511 0.6639  0.01
H 1.7326 2.9479 -0.0702  0.00
H 2.2892 3.2930 1.2947  0.00

Cartesian forces, eV/Å:
O 0.30 -0.19 0.12
H 0.12 0.05 0.24
H -0.25 0.15 -0.31
O -0.07 0.26 0.55
H 0.41 0.13 -0.51
H -0.34 -0.29 -0.22
O 0.36 -0.06 0.45
H -0.18 0.26 -0.30
H -0.27 -0.19 0.00
O 0.10 0.32 -0.31
H -0.02 -0.06 0.29
H 0.17 -0.19 -0.22
O 0.10 0.74 -0.25
H 0.08 -0.18 -0.03
H -0.06 -0.49 0.12
O -0.35 0.46 -0.27
H -0.44 -0.22 0.14
H -0.04 -0.60 -0.13
O -0.90 0.89 -0.23
H 0.15 0.19 0.22
H 0.42 -0.72 0.26
O -0.04 -0.11 0.18
H 0.50 -0.05 0.23
H -0.06 0.04 -0.17
O -0.18 0.06 0.40
H 0.10 0.18 -0.38
H -0.12 -0.21 -0.25
O 0.18 -0.20 0.55
H 0.33 -0.12 0.06
H -0.59 0.05 -0.57
O -2.32 -0.22 0.47
H 0.87 -1.22 -0.47
H 1.49 1.11 -0.13
O -1.35 0.88 0.46
H 1.74 -1.68 0.50
H 0.28 1.14 -0.82
O -1.05 0.45 0.93
H 0.61 -0.38 -0.73
H 0.35 0.00 0.13

E_HOMO (spin up / spin down)   -13.738 / -13.736 eV
<S²>   0.757
Energy relative to the best compared isomer or geometry (same formula, charge and spin)   0.7501 eV
Total charge   +1
Orbital gap (spin up / spin down)   10.20 / 3.85 eV
Spin multiplicity   2

***

Here is a structure of composition C37H53BaN4O2P2 at a distorted geometry from the OMol25 dataset. Energies are from wB97M-V/def2-TZVPD.

Each line ends with the Mulliken charge.
CARTESIAN COORDINATES (ANGSTROEM)
C -0.2884 2.4940 2.1626  -0.20
C 0.3758 3.1132 0.0139  -1.25
C -0.3025 3.8301 2.5832  -0.95
C 0.4095 4.4636 0.3939  -0.92
C 0.0671 4.8343 1.6939  -1.18
H -0.5847 4.0297 3.6128  0.53
H 0.7501 5.1915 -0.3449  0.54
H 0.0848 5.8827 1.9955  0.43
N -0.0398 2.1514 0.8796  1.27
P 0.4157 -0.2295 2.7896  -0.25
P -0.2137 1.4736 -2.4063  -1.14
C -0.5047 1.3522 3.1841  -1.00
H -0.2555 1.7132 4.1957  0.60
H -1.5764 1.0945 3.1906  0.59
C 0.8139 -3.9403 -0.7921  0.15
O 0.9381 -4.8082 -1.5351  -0.15
C 0.9329 2.6581 -1.3434  0.77
H 1.1394 3.5412 -1.9732  1.39
C 0.7818 0.7514 -3.8927  1.97
C -1.8878 2.2014 -2.7886  2.25
C 2.2495 -0.0284 3.2103  2.10
C -0.4738 -1.7626 3.5138  2.47
C 1.3721 -0.6204 -3.4660  -1.29
H 0.5864 -1.3889 -3.3549  0.16
H 2.0531 -0.9612 -4.2621  0.52
H 1.9656 -0.5528 -2.5353  0.09
C -0.1268 0.4817 -5.1119  -1.72
H -0.8706 -0.3015 -4.9055  0.27
H -0.6320 1.3798 -5.4925  0.31
H 0.5177 0.0979 -5.9264  0.54
C 1.9332 1.6972 -4.3012  -1.55
H 2.2601 1.4139 -5.3222  0.55
H 1.6293 2.7558 -4.3253  0.18
H 2.7992 1.5869 -3.6308  0.31
C -2.8007 1.0866 -3.3576  -1.69
H -2.5249 0.0920 -2.9757  0.02
H -3.8345 1.2774 -3.0398  0.50
H -2.7989 1.0708 -4.4530  0.40
C -2.5305 2.6952 -1.4689  -2.03
H -2.5579 1.8856 -0.7190  0.04
H -1.9968 3.5587 -1.0495  0.34
H -3.5724 2.9867 -1.6861  0.70
C -1.6542 3.3516 -3.7885  -1.67
H -0.5902 3.5206 -4.0268  0.31
H -2.1770 3.1486 -4.7363  0.38
H -2.0580 4.2930 -3.3818  0.34
C 0.2463 -3.0622 3.0789  -1.97
H -0.4518 -3.9050 3.2162  0.50
H 0.5419 -3.0544 2.0144  0.30
H 1.1353 -3.2729 3.6881  0.34
C -1.9173 -1.8336 2.9517  -1.96
H -2.4898 -0.9038 3.0939  0.35
H -1.9408 -2.0931 1.8803  0.20
H -2.4466 -2.6443 3.4818  0.64
C -0.5064 -1.6626 5.0546  -1.65
H -1.4320 -2.1461 5.4252  0.41
H 0.3368 -2.2047 5.5116  0.38
H -0.5011 -0.6242 5.4236  0.27
C 2.8379 1.2134 2.4828  -1.37
H 3.3498 1.8876 3.1900  0.36
H 3.5568 0.9044 1.7087  0.37
H 2.0785 1.7980 1.9566  -0.14
C 3.0311 -1.2673 2.7268  -1.94
H 2.8506 -1.4790 1.6592  0.35
H 4.1055 -1.0576 2.8345  0.53
H 2.8139 -2.1698 3.3092  0.30
C 2.3740 0.1440 4.7310  -1.70
H 1.7744 0.9883 5.1033  0.36
H 2.0817 -0.7665 5.2765  0.28
H 3.4330 0.3481 4.9682  0.52
Ba 0.0362 -0.7026 -0.2063  2.13
N 2.1415 0.5561 -0.6495  -0.93
C 2.2265 1.7590 -1.0312  0.63
C 3.6002 2.3757 -1.1807  0.31
C 4.6845 1.4966 -1.2771  -0.18
C 3.7824 3.7597 -1.2381  -0.19
C 5.9605 2.0078 -1.5178  -0.88
H 4.5040 0.4266 -1.1759  0.35
C 5.0654 4.2611 -1.4596  -0.91
H 2.9302 4.4250 -1.1125  0.29
C 6.1536 3.3950 -1.6047  -0.54
H 6.7984 1.3285 -1.6465  0.41
H 5.1978 5.3379 -1.5290  0.42
H 7.1528 3.7946 -1.7961  0.39
N -7.5044 -2.1782 1.0424  -0.35
C -6.3780 -1.4148 1.2064  0.31
O -6.2909 -0.6051 2.1271  -0.61
C -5.2698 -1.5861 0.2051  0.29
C -5.2786 -2.5287 -0.8362  -0.30
C -4.1321 -2.7049 -1.6006  -1.31
C -2.9824 -1.9438 -1.3151  -0.04
N -2.9643 -1.0015 -0.3469  0.52
C -4.1017 -0.8078 0.3707  -0.61
H -8.2046 -2.0905 1.7668  0.26
H -7.5568 -3.0077 0.4642  0.17
H -6.1645 -3.1291 -1.0275  0.34
H -4.0805 -3.4447 -2.3992  0.46
H -2.0528 -2.1399 -1.8780  0.27
H -4.0576 -0.0246 1.1379  0.52

Cartesian forces, eV/Å:
C 0.15 -0.28 -0.47
C -0.48 -0.41 0.08
C 0.11 -0.47 0.12
C 0.30 -0.23 -0.22
C -0.25 -0.32 -0.35
H 0.18 0.17 -0.13
H -0.14 -0.09 0.32
H -0.01 -0.33 -0.06
N 0.41 0.43 0.10
P 0.07 -0.23 -1.77
P 0.39 -1.56 2.03
C -0.07 0.09 0.34
H -0.19 0.03 -0.32
H 0.28 -0.02 0.07
C 0.33 -2.49 -2.34
O -0.33 2.51 2.27
C -0.40 -0.22 -0.72
H 0.18 -0.22 0.45
C -0.10 0.59 0.04
C 0.66 0.33 -0.39
C -0.37 -0.09 0.74
C 0.41 0.64 0.73
C 0.17 0.22 0.12
H 0.11 0.24 -0.06
H -0.22 0.02 0.16
H -0.23 0.05 -0.45
C 0.15 -0.03 -0.12
H 0.11 0.31 -0.01
H 0.13 -0.22 0.16
H -0.26 0.16 0.33
C 0.11 -0.22 -0.32
H -0.03 0.20 0.47
H 0.11 -0.36 -0.02
H -0.32 0.15 -0.17
C -0.03 0.05 -0.02
H -0.07 0.30 -0.16
H 0.17 -0.04 -0.09
H 0.11 -0.12 0.27
C 0.17 -0.10 -0.13
H 0.03 0.29 -0.22
H -0.18 -0.25 -0.06
H 0.38 0.01 0.08
C -0.61 0.64 -0.32
H -0.45 -0.02 0.10
H 0.19 0.21 0.24
H 0.15 -0.20 -0.26
C -0.09 0.04 0.02
H 0.22 0.23 -0.01
H -0.08 0.03 0.35
H -0.27 0.12 -0.27
C 0.17 0.18 0.01
H 0.16 -0.31 0.00
H 0.09 0.15 0.29
H 0.16 0.32 -0.16
C -0.58 -0.48 0.37
H 0.44 0.21 0.02
H -0.23 0.33 -0.16
H -0.06 -0.40 -0.13
C -0.16 0.21 -0.19
H -0.20 -0.34 -0.17
H -0.28 0.10 0.26
H 0.23 -0.05 0.13
C -0.02 -0.08 0.10
H 0.05 0.16 0.31
H -0.26 -0.05 -0.01
H 0.03 0.23 -0.11
C 0.64 -0.15 0.18
H 0.19 -0.21 -0.12
H 0.06 0.32 -0.18
H -0.36 -0.02 0.09
Ba -0.07 -0.16 -0.17
N -0.80 1.13 -0.43
C 0.40 -1.18 0.35
C -0.73 0.33 -0.03
C 0.42 0.48 -0.21
C 0.52 -0.49 -0.19
C -0.33 0.30 0.14
H 0.00 0.32 -0.11
C 0.06 0.00 0.08
H 0.26 -0.06 -0.10
C -0.18 -0.10 -0.06
H -0.07 0.13 0.07
H 0.14 -0.16 0.04
H -0.37 -0.11 0.07
N 0.28 -0.08 -0.02
C -0.65 0.55 0.80
O 0.17 -0.72 -1.03
C 0.95 0.08 -0.35
C 0.21 0.39 0.44
C 0.75 0.20 -0.10
C -1.01 -0.09 0.62
N -0.78 -0.43 -0.28
C 0.38 -0.49 -0.34
H 0.16 0.02 -0.10
H 0.13 0.42 0.17
H 0.23 0.06 -0.07
H -0.14 0.20 0.21
H -0.47 0.24 0.24
H -0.15 -0.44 -0.31

E_HOMO   -9.214 eV
Energy relative to the best compared isomer or geometry (same formula, charge and spin)   0.0000 eV
Total charge   +1
Orbital gap   6.48 eV